(1)
This record from OMol25 describes a cluster of 2 separate species, C5H5NO in total in a non-equilibrium geometry. The level of theory is ωB97M-V/def2-TZVPD.

```
12
Properties=species:S:1:pos:R:3:forces:R:3
O 0.17560 0.18298 2.09632 0.139 -0.003 0.704
C 0.63394 0.10787 0.99726 -3.892 0.736 -0.417
C 1.87251 -0.28958 0.51226 -0.689 0.146 0.707
C 2.52122 -0.25405 -0.49694 1.813 -0.615 -0.837
C -0.46325 0.53470 -0.28391 5.244 -2.635 -0.488
C -1.60679 -0.42511 -0.46990 0.325 -0.416 0.362
N -1.72781 0.90253 0.06376 -0.489 1.298 -0.852
H 3.47745 -0.46995 -0.88884 0.341 0.176 -0.973
H 0.77789 0.45634 -1.30783 -3.175 1.254 1.538
H -1.63202 -1.27684 0.20755 -0.072 0.114 -0.043
H -2.05189 -0.57595 -1.44998 0.126 0.031 0.133
H -1.97685 1.10706 1.02026 0.329 -0.086 0.166
```
Forces are in eV/Å.

- Max |F|: 5.89 eV Å⁻¹
- Calculated total energy: -8796.4061 eV
- Frontier orbital gap: 8.71 eV
- ΔE to the lowest compared entry with this formula, charge and spin: 161.7 kcal/mol
- Charge: 0
- HOMO energy: -8.8956 eV


(2)
This record from OMol25 describes a cluster of 21 separate species, C42H126O21 in total in a non-equilibrium geometry. The level of theory is ωB97M-V/def2-TZVPD.

```
189
Properties=species:S:1:pos:R:3:forces:R:3
C -4.47257 2.10222 1.62153 0.664 0.304 -1.014
C -4.30377 0.93700 2.52957 0.843 0.212 -0.105
O -5.30689 0.97532 3.47487 -1.326 -0.624 1.236
H -5.40903 2.09397 1.06379 -0.073 -0.367 -0.105
H -3.64784 2.04921 0.91083 -0.108 0.466 -0.300
H -4.47990 3.06295 2.13634 0.330 -0.083 0.233
H -3.35061 0.98574 3.05609 0.064 0.000 -0.030
H -4.32430 -0.01228 1.99427 0.169 -0.177 -0.266
H -6.08549 0.77046 2.95197 -0.527 0.074 0.459
C 3.35044 1.16451 5.71945 -0.960 -0.495 0.167
C 4.09085 -0.05652 6.26146 -0.053 0.334 -1.817
O 4.47791 0.12233 7.57491 0.327 -0.072 1.259
H 3.90907 2.07944 5.52217 0.308 -0.318 0.079
H 2.58924 1.39170 6.46581 -0.090 0.312 0.149
H 2.76034 0.90492 4.84053 0.222 0.050 -0.327
H 4.95725 -0.27740 5.63803 0.282 0.037 0.135
H 3.46395 -0.94685 6.21230 -0.314 -0.065 -0.340
H 3.67989 -0.11467 8.05302 0.229 0.211 0.633
C 3.63756 1.37629 1.58656 0.404 0.405 -0.276
C 3.03606 2.75993 1.40907 -0.106 -0.375 0.759
O 2.45108 3.13089 2.65144 0.765 0.923 -0.336
H 4.39487 1.43274 2.36848 -0.106 0.062 0.236
H 4.19692 1.10078 0.69252 -0.312 -0.465 -0.244
H 2.87676 0.66198 1.90127 0.066 -0.182 -0.278
H 2.27833 2.83834 0.62946 -0.061 -0.346 -0.326
H 3.83346 3.44478 1.12057 -0.035 0.313 0.286
H 1.56376 2.76492 2.66975 -0.545 -0.329 0.218
C -5.99373 4.61232 -2.31997 -0.877 0.238 -0.348
C -5.62656 3.75981 -1.13682 1.228 0.961 -0.555
O -4.30365 3.29322 -1.39869 -0.445 -1.617 0.233
H -6.98031 5.06636 -2.22721 -0.183 -0.038 0.065
H -6.00157 3.98422 -3.21077 0.104 0.140 -0.143
H -5.29458 5.43917 -2.44490 0.163 -0.133 -0.021
H -6.30380 2.91198 -1.03377 0.189 -0.041 0.172
H -5.60499 4.38943 -0.24732 -0.305 -0.243 0.361
H -3.66556 4.00938 -1.35938 -0.049 0.721 0.118
C 6.91959 0.96671 -3.86597 -0.159 -0.079 -0.613
C 5.51401 0.83272 -3.31024 0.280 0.042 -0.101
O 5.41049 1.65756 -2.17624 -0.547 0.510 0.869
H 7.19395 0.22276 -4.61388 -0.236 -0.149 -0.052
H 7.64060 0.86118 -3.05535 0.061 0.207 0.017
H 6.99253 1.93773 -4.35576 0.340 0.085 0.243
H 5.27347 -0.20308 -3.07075 -0.088 -0.210 0.024
H 4.74044 1.22955 -3.96768 0.173 -0.301 -0.354
H 6.00153 1.36442 -1.47885 0.165 -0.141 -0.019
C 1.13883 6.93720 1.47371 -0.393 -0.186 -0.051
C 1.88798 6.09079 0.47077 0.383 -0.635 0.464
O 1.78802 6.61351 -0.81315 -0.253 1.124 -0.440
H 0.10877 7.07941 1.14684 -0.112 -0.040 -0.133
H 1.54780 7.93689 1.62026 0.257 -0.140 0.006
H 1.08544 6.39098 2.41546 0.186 0.177 0.165
H 1.52829 5.06220 0.49769 -0.492 -0.164 0.044
H 2.93036 5.95977 0.76124 0.357 0.345 0.192
H 1.94039 5.94059 -1.48066 0.025 -0.387 -0.182
C -5.51542 -2.98153 4.41252 -0.055 0.665 0.188
C -7.05007 -3.10536 4.54970 1.306 0.106 -1.181
O -7.39748 -4.21703 5.33244 0.018 -0.116 0.702
H -5.05126 -2.52401 5.28620 -0.155 -0.437 0.478
H -5.23200 -2.24484 3.66081 -0.427 -0.027 -0.450
H -4.97059 -3.88858 4.15075 -0.425 -0.235 0.146
H -7.46664 -3.26671 3.55545 -0.052 0.191 -0.302
H -7.42875 -2.14927 4.91109 -0.168 -0.019 0.336
H -8.34818 -4.19301 5.46352 -0.052 -0.109 0.072
C 2.04791 2.14273 -2.50155 0.620 -0.216 0.163
C 2.81848 3.49543 -2.60972 -1.559 -1.497 0.066
O 1.80540 4.51587 -2.64019 0.510 0.328 0.030
H 2.68224 1.28196 -2.28991 0.470 0.102 -0.296
H 1.51039 1.92118 -3.42355 0.045 0.116 -0.140
H 1.31808 2.06720 -1.69548 -0.096 0.739 0.168
H 3.37428 3.49047 -3.54735 0.280 0.135 0.160
H 3.48282 3.66127 -1.76163 -0.124 0.109 -0.128
H 1.48503 4.57706 -3.54308 -0.108 0.074 -0.023
C -5.31426 -0.17862 -2.34588 0.646 -1.113 0.378
C -4.70408 -0.98534 -1.15947 -0.617 1.631 -0.671
O -4.99911 -2.34753 -1.21441 -0.577 -0.747 0.277
H -4.82054 -0.50720 -3.26042 0.235 0.367 -0.131
H -5.18912 0.89026 -2.17289 -0.014 -0.002 -0.179
H -6.35649 -0.46073 -2.49511 -0.142 0.213 0.367
H -5.16090 -0.57716 -0.25791 0.150 -0.185 0.260
H -3.62217 -0.86920 -1.09548 0.126 0.400 -0.026
H -4.45535 -2.73408 -1.90471 0.182 -0.175 -0.514
C 1.04638 -5.08514 0.75914 -0.421 -0.096 0.439
C 2.43646 -5.49010 0.32347 0.347 0.257 0.995
O 2.52229 -6.79963 -0.19450 -0.875 -0.534 -0.969
H 0.34382 -4.93199 -0.06003 -0.036 -0.515 -0.122
H 0.99600 -4.14369 1.30615 0.660 0.223 -0.216
H 0.67454 -5.75914 1.53087 -0.276 -0.430 -0.403
H 3.06609 -5.59028 1.20757 0.189 1.100 0.310
H 2.80920 -4.73647 -0.37022 0.333 -0.011 -0.124
H 3.41394 -6.93585 -0.52313 0.006 0.007 0.010
C 5.77531 -0.30502 -7.81751 0.383 -0.502 -0.725
C 4.97609 -0.83577 -6.67043 -0.327 0.153 -0.429
O 4.00237 0.14135 -6.47483 -0.409 1.093 0.613
H 6.44680 -1.07482 -8.19778 0.161 0.097 -0.136
H 6.34861 0.58999 -7.57586 -0.026 -0.081 0.252
H 5.06224 -0.02895 -8.59431 0.143 -0.054 -0.156
H 5.60908 -1.02210 -5.80284 -0.032 -0.037 0.322
H 4.41736 -1.73531 -6.92879 0.535 -0.600 -0.179
H 3.29392 -0.20358 -5.92644 -0.271 0.038 0.418
C -1.18973 3.78936 0.23051 -1.454 0.948 -0.560
C -1.27320 4.84985 -0.89036 1.528 -0.378 0.381
O -2.54923 5.43074 -1.10106 -0.629 -0.057 0.554
H -1.83897 2.99760 -0.14327 0.407 -0.661 0.404
H -1.64472 4.14405 1.15532 -0.051 0.217 0.040
H -0.16883 3.50817 0.48898 -0.070 -0.200 -0.494
H -1.02236 4.34199 -1.82162 0.551 0.018 -0.082
H -0.56055 5.64927 -0.68753 0.159 -0.038 -0.191
H -2.38812 6.16051 -1.70361 -0.244 0.109 -0.035
C 2.74505 -2.36957 -3.79592 -0.533 -0.344 -1.487
C 1.60296 -1.88801 -4.70897 0.111 -1.272 0.982
O 1.82626 -0.55700 -4.90973 0.334 2.932 -0.008
H 2.75364 -1.67430 -2.95650 0.282 -0.234 0.056
H 3.66686 -2.35880 -4.37750 0.268 0.182 0.351
H 2.55921 -3.40205 -3.50002 0.042 0.070 0.294
H 0.71203 -2.02621 -4.09641 -0.571 -0.211 -0.403
H 1.51468 -2.26595 -5.72753 -0.008 -1.360 0.335
H 1.11304 -0.17988 -5.43001 -0.110 0.195 -0.032
C 2.01827 -2.60984 3.64477 0.295 -0.628 -0.074
C 2.93512 -3.69312 4.24104 0.859 0.539 -0.322
O 2.32059 -4.93773 4.25267 -1.723 -1.117 -0.073
H 2.54201 -1.66426 3.50453 0.044 0.096 0.467
H 1.13517 -2.49459 4.27323 0.103 0.213 0.041
H 1.66704 -2.85692 2.64293 0.042 -0.320 0.072
H 3.23194 -3.43449 5.25746 -0.022 0.343 0.188
H 3.86083 -3.83719 3.68390 0.241 0.684 -0.314
H 2.92801 -5.68100 4.26646 0.219 0.338 0.057
C -1.69313 -1.58911 4.59353 -0.124 -0.244 0.016
C -1.82940 -2.84813 3.74360 -0.158 1.241 0.103
O -1.76095 -2.54166 2.35196 1.047 -0.151 0.553
H -1.73809 -1.89225 5.63957 0.114 0.052 0.150
H -2.51753 -0.89462 4.43184 0.078 0.087 -0.179
H -0.73371 -1.10611 4.40827 -0.047 0.180 -0.021
H -2.83141 -3.23883 3.92093 0.274 -0.604 0.272
H -1.00506 -3.49425 4.04541 -0.278 -0.566 -0.242
H -2.58270 -2.84697 1.96068 -0.593 0.051 -0.712
C -0.35060 3.51357 4.60429 0.746 0.230 0.509
C -1.00596 2.42458 3.80989 0.340 -0.246 0.318
O 0.01142 1.85522 2.98263 0.185 0.820 0.080
H 0.46121 3.07297 5.18302 0.204 -0.009 -0.041
H -0.98833 3.99375 5.34647 -0.328 -0.014 -0.269
H 0.09879 4.26545 3.95559 -0.110 0.101 -0.025
H -1.85834 2.84427 3.27565 -0.050 -0.317 -0.398
H -1.32253 1.65443 4.51327 -0.480 -0.122 -0.084
H -0.30745 1.26597 2.29510 -0.566 -0.614 -0.083
C -3.26177 -5.27109 0.05459 0.353 0.609 0.749
C -4.20694 -4.60581 1.04952 -0.511 -0.366 -1.199
O -3.99661 -3.20050 1.11727 0.498 -0.611 1.625
H -3.19867 -6.34515 0.22923 -0.434 -0.089 -0.522
H -2.24406 -4.91582 0.21633 0.085 0.215 -0.062
H -3.61558 -4.93347 -0.91955 0.344 -0.636 -0.276
H -4.18950 -5.11336 2.01398 0.218 0.630 0.285
H -5.19518 -4.77209 0.62077 -0.374 -0.027 0.359
H -4.35843 -2.76421 0.34246 -0.386 -0.148 -0.742
C -1.38451 -3.71048 -2.68507 -0.158 0.261 0.307
C -2.17619 -3.32694 -3.92384 0.989 -0.843 -0.121
O -3.46617 -2.85023 -3.57812 0.187 0.157 -0.054
H -1.71936 -4.66275 -2.27376 -0.009 0.103 0.015
H -1.49300 -2.93976 -1.92198 -0.227 0.050 0.141
H -0.30660 -3.76705 -2.83674 -0.044 -0.154 -0.438
H -2.27855 -4.20518 -4.56126 -0.084 -0.234 -0.054
H -1.61708 -2.61979 -4.53656 -0.088 0.493 0.149
H -3.85860 -2.61540 -4.42218 -0.489 0.142 0.100
C -2.00611 1.46233 -3.09444 -0.836 0.529 -0.619
C -2.60602 2.60961 -3.97700 0.697 -1.203 0.559
O -2.01669 2.58487 -5.26866 0.500 -0.175 -0.149
H -2.01884 0.47265 -3.55102 -0.081 0.063 -0.400
H -2.66406 1.38890 -2.22852 0.236 0.127 0.293
H -0.97857 1.67866 -2.80210 -0.059 0.124 0.069
H -2.34302 3.51333 -3.42725 -0.293 0.390 -0.224
H -3.68738 2.51574 -4.07673 -0.033 0.005 0.316
H -2.51746 3.12353 -5.88565 -0.092 0.091 0.155
C 0.91581 -0.59355 -0.35446 0.622 0.258 -0.300
C -0.53343 -0.31494 -0.07460 -0.084 0.029 -0.125
O -0.69497 -0.30381 1.32224 -0.138 0.825 0.014
H 1.21783 -0.60831 -1.40167 -0.263 0.045 -0.215
H 1.25401 -1.52849 0.09232 -0.145 -0.094 0.124
H 1.46201 0.22247 0.11870 0.284 -0.088 0.014
H -1.21695 -1.03932 -0.51751 -0.041 -0.211 -0.171
H -0.83642 0.66599 -0.44075 0.094 0.082 -0.153
H -0.89457 -1.20422 1.58877 -0.413 -0.562 0.770
C 4.66320 -1.82718 -0.48605 -0.782 -0.469 -1.159
C 4.96129 -2.02786 0.95702 1.234 0.222 0.763
O 6.36490 -1.81318 1.13374 0.418 0.213 -0.075
H 4.59893 -0.79814 -0.83969 -0.027 0.185 0.441
H 3.72168 -2.31831 -0.73187 -0.331 0.183 0.056
H 5.36361 -2.31390 -1.16475 0.422 -0.163 0.367
H 4.78313 -3.03837 1.32475 -0.613 -0.186 -0.308
H 4.45544 -1.31494 1.60814 -0.518 -0.024 -0.156
H 6.55837 -1.90884 2.06916 0.121 0.051 0.061
```
Forces are in eV/Å.

- Max |F|: 2.95 eV Å⁻¹
- Calculated total energy: -88589.4256 eV
- Frontier orbital gap: 9.48 eV
- ΔE to the lowest compared entry with this formula, charge and spin: 48.1 kcal/mol
- Charge: 0
- HOMO energy: -9.3829 eV


(3)
This record from OMol25 describes a cluster of 27 separate species, C3H59O27 in total in a non-equilibrium geometry. The level of theory is ωB97M-V/def2-TZVPD.

```
89
Properties=species:S:1:pos:R:3:forces:R:3
C -0.52603 0.91831 -0.76004 0.147 -0.516 1.206
C 0.52197 -0.14869 -0.41504 -1.344 -1.916 -1.067
C 0.39997 -0.55669 1.07196 1.462 2.675 -1.388
O 0.32797 -1.29369 -1.28404 -0.421 0.497 0.221
H -0.25703 1.81931 -0.24004 -0.216 0.467 0.397
H -1.57303 0.61731 -0.49304 0.863 0.116 -0.220
H -0.45403 1.19131 -1.78204 -0.074 0.039 -1.109
H 1.50997 0.14431 -0.73004 0.546 1.046 0.734
H 1.03597 -1.35269 1.34296 0.385 -1.197 0.190
H -0.62803 -0.66469 1.27396 -1.074 -0.606 0.517
H 0.77797 0.31231 1.62596 -0.321 -0.166 0.167
O 2.94297 -3.61569 2.74996 0.458 -0.378 0.751
H 3.74697 -4.16469 2.78696 -0.756 0.443 -0.427
H 2.39997 -3.78469 1.94396 0.525 -0.101 0.336
O -0.67203 1.25131 -4.51504 0.393 -1.473 -1.980
H -0.82903 2.14831 -4.65804 -0.154 2.497 -0.915
H -0.87603 1.19231 -3.61904 -0.181 -0.849 2.664
O 1.60597 -0.34269 -3.60104 0.792 0.728 -1.226
H 1.23197 -0.79469 -4.35504 0.090 -0.016 -0.521
H 1.01597 -0.60669 -2.91604 -1.167 -0.954 2.220
O -1.40503 -2.83469 -0.06204 -0.532 -0.840 -0.166
H -0.74403 -2.18269 -0.38304 0.370 0.035 -0.172
H -1.89303 -2.46369 0.67296 0.431 -0.022 0.183
O 3.85197 0.61831 0.28296 -0.126 -0.789 0.334
H 3.45197 1.45431 0.03396 0.156 0.356 -0.215
H 3.36097 0.42031 1.09496 0.493 -0.155 0.037
O 0.88397 -1.77169 4.00396 -0.562 -0.247 -0.179
H 0.35297 -2.58269 3.96196 -0.008 0.086 -0.515
H 1.25897 -1.80369 4.87496 0.495 0.204 0.690
O -3.58203 3.30131 -1.19204 0.943 0.233 1.316
H -3.22403 2.50831 -1.59904 -0.350 -0.711 -0.243
H -4.08403 3.76631 -1.82804 -0.846 0.618 -1.055
O 0.89297 -3.75369 -2.46904 0.384 -0.705 -0.559
H 0.24397 -4.16269 -3.05404 -0.088 0.462 0.384
H 0.52797 -2.96469 -2.04604 -0.235 0.118 0.066
O -3.70503 -1.17269 -1.01404 -0.995 0.084 0.404
H -4.35103 -1.85769 -1.25504 0.645 0.292 -0.030
H -2.94803 -1.22969 -1.65004 -0.379 -0.911 0.085
O 2.46897 2.79931 -0.30404 -1.186 -2.740 1.542
H 2.73197 3.65731 -0.36304 1.430 3.829 -0.062
H 2.12797 2.60531 -1.16504 -0.565 -0.455 -1.658
O -2.18003 0.84231 2.70696 -0.475 0.188 0.332
H -2.84503 0.77531 3.39296 -0.291 0.560 0.500
H -2.07903 -0.09769 2.55596 0.451 -0.788 -0.673
O -3.17603 -1.47669 1.65996 1.158 0.409 0.360
H -3.98603 -1.89969 1.85196 -1.382 -0.714 0.663
H -3.18603 -1.47569 0.69396 -0.295 0.498 -1.068
O 3.64597 -0.98169 3.77096 1.223 -0.942 0.848
H 2.84497 -1.45369 3.57896 -0.532 -0.668 -0.400
H 3.44597 -0.08169 3.59796 -0.384 1.329 -0.473
O 0.56997 2.87931 1.86096 -0.319 0.163 -0.181
H 1.06597 2.91031 1.03296 0.374 -0.031 -0.116
H -0.36903 2.90831 1.57296 0.280 0.153 0.307
O 2.97697 -2.03269 -0.81604 -0.318 0.859 -0.330
H 3.30697 -1.11869 -0.89804 0.950 -0.262 0.626
H 2.04197 -1.80969 -0.99904 -0.549 -0.496 -0.502
O -4.35603 1.03131 0.69296 -0.440 -0.123 -1.288
H -4.74903 1.53931 1.37496 -0.655 0.985 0.902
H -3.62703 0.61731 1.13096 0.743 -0.709 0.333
O -0.59803 -3.51569 2.52896 -0.077 0.060 1.108
H 0.00597 -3.24669 1.84596 0.970 0.371 -0.585
H -1.16103 -4.04769 1.98996 -0.877 -0.701 -0.350
O -3.02503 1.13731 -2.76004 0.028 0.619 -0.331
H -2.86103 1.74331 -3.48304 0.709 0.354 -0.417
H -3.86603 0.81331 -3.06004 -1.067 -0.823 0.452
O 2.76797 1.49431 2.87196 -0.171 0.358 -0.157
H 2.71997 1.92131 3.72396 0.244 0.123 0.641
H 1.88097 1.74031 2.55896 -0.174 -0.055 -0.246
O 1.56797 -3.81269 0.55296 -0.435 1.427 0.331
H 2.11397 -3.09169 0.14296 -0.094 -0.389 0.162
H 1.99797 -4.59869 0.28396 0.438 -1.327 -0.764
O -1.90803 -1.37069 -2.81604 -0.617 -0.950 -0.841
H -2.21003 -0.46969 -2.91204 0.633 0.576 -0.125
H -1.19303 -1.43769 -2.15604 1.063 0.507 0.292
O 4.11897 0.15431 -2.72104 1.632 1.168 -1.089
H 3.24097 -0.10869 -2.97004 -0.856 -0.588 -0.341
H 4.44097 0.61131 -3.54204 -0.384 -0.626 1.300
O -2.07503 3.13631 1.25696 0.487 -0.076 1.960
H -2.28003 2.28031 1.68896 0.150 0.425 -0.204
H -2.38603 3.04031 0.38496 -0.873 -0.068 -1.658
O 1.80597 2.43831 -2.89704 -0.143 0.931 -0.130
H 1.24097 3.03431 -3.44404 0.522 -1.437 0.630
H 1.74397 1.48531 -3.11204 -0.423 0.468 -0.712
O -0.90803 4.15831 -1.78004 -0.654 -0.357 -1.445
H -0.51403 4.47131 -0.99004 0.665 0.404 1.258
H -1.84603 4.04031 -1.56304 0.057 0.048 0.124
O 0.10997 0.92631 4.23396 -0.281 0.557 0.069
H -0.57303 1.25231 3.62996 0.227 0.164 0.287
H 0.38197 0.12531 3.78196 0.333 -0.653 0.208
```
Forces are in eV/Å.

- Max |F|: 4.09 eV Å⁻¹
- Calculated total energy: -59354.7937 eV
- Frontier orbital gap: 7.48 eV
- ΔE to the lowest compared entry with this formula, charge and spin: 0.0 kcal/mol
- Charge: -1
- HOMO energy: -6.0445 eV